No. 1
B2Cd2H78O39P | ωB97M-V with the def2-TZVPD basis set

Last column: Mulliken charge in e.
Positions of all 122 atoms, in Å:
Cd: -1.478 -2.094 0.439  0.59
Cd: 1.409 2.031 0.187  -0.26
P: 0.060 -0.099 0.265  2.46
O: 0.545 2.598 -1.735  -0.65
O: -2.096 0.301 -2.595  0.56
O: 1.166 0.632 6.145  -0.69
O: -4.214 2.662 -3.565  -0.71
O: 2.627 -0.735 -2.110  -0.94
O: 5.748 2.183 -2.206  -0.73
O: 1.575 -2.450 -5.552  -0.66
O: 0.178 -2.396 -2.800  0.18
O: 5.214 -0.263 -1.105  -0.56
O: -0.499 1.327 0.364  -0.19
O: -0.418 0.936 -4.783  -0.73
O: -1.908 -2.716 4.721  -0.69
O: 1.845 1.955 2.273  -0.65
O: -1.886 -1.685 -4.186  -0.84
O: -1.984 -3.360 1.952  -0.28
O: 1.566 0.157 0.055  0.79
O: -3.655 3.761 1.207  -0.81
O: -0.687 6.283 -0.112  -0.54
O: -2.582 1.370 1.869  -1.06
O: -0.464 -0.953 -0.877  0.75
O: 3.740 -0.712 4.186  -0.63
O: 2.417 -4.066 2.256  -0.73
O: 3.275 -1.114 1.515  0.22
O: -4.129 1.325 -1.060  -0.47
O: 6.075 -1.790 1.704  -0.60
O: -2.128 3.097 -0.930  -0.96
O: -2.258 -3.451 -0.993  -0.09
O: -0.234 0.642 3.579  -0.52
O: -4.825 -2.244 -1.867  -0.75
O: 0.762 -2.100 3.698  -1.05
O: 0.671 3.938 0.885  -0.35
O: -4.621 -1.251 -4.361  -0.74
O: -0.428 -0.869 1.522  -0.87
O: 0.253 -3.438 0.331  -0.46
O: 2.478 -3.620 -2.087  -0.60
O: -5.905 2.287 1.630  -0.67
O: -1.051 -5.409 -2.298  -0.68
O: -0.405 4.866 3.360  -0.51
O: 6.306 1.460 0.950  -0.68
B: 3.510 2.779 -0.379  2.18
B: -3.713 -1.188 0.549  2.25
H: 0.683 3.366 -2.290  0.30
H: 4.487 -0.120 4.278  0.32
H: 5.399 -1.136 1.879  0.21
H: 0.969 -2.817 -2.462  0.17
H: 0.342 4.766 0.535  0.15
H: 5.035 2.717 -1.856  0.35
H: -2.922 0.587 -2.205  0.04
H: 2.779 -2.712 -2.118  0.32
H: 0.856 -3.595 1.058  0.17
H: 0.216 4.947 4.084  0.24
H: -0.388 2.620 -1.523  0.07
H: 6.233 0.718 0.351  0.32
H: 3.513 1.712 -0.214  -0.81
H: 0.163 -1.763 3.032  0.04
H: -0.926 0.927 -3.972  0.24
H: 2.130 -0.648 -1.297  -0.03
H: -3.677 -1.350 -4.238  0.40
H: -0.561 7.232 -0.128  0.23
H: -3.900 1.927 -3.037  0.16
H: -1.586 -0.034 -1.858  -0.44
H: 0.501 3.991 1.825  0.10
H: -4.570 -0.605 0.250  -0.05
H: -3.256 2.949 1.519  0.40
H: -1.720 1.296 1.460  -0.08
H: -5.033 2.428 1.260  0.35
H: -5.072 1.488 -1.085  0.21
H: -3.103 -3.325 -1.424  0.22
H: 2.136 -3.318 2.782  0.38
H: 2.843 -4.021 -2.876  0.25
H: -3.206 -0.867 1.447  -0.37
H: -1.399 -2.303 -3.640  0.18
H: -1.888 -0.871 -3.682  0.31
H: 2.936 3.231 0.415  -0.52
H: 1.236 1.559 2.897  0.18
H: 2.005 0.327 5.800  0.32
H: 1.052 -2.622 -4.769  0.27
H: 0.728 -3.739 -0.444  -0.02
H: -0.288 0.099 2.793  0.17
H: -0.061 -1.758 -2.127  -0.47
H: -3.070 4.065 0.514  0.35
H: -1.228 5.206 3.710  0.25
H: -5.861 1.415 2.021  0.33
H: -1.886 -3.159 2.883  0.08
H: 1.440 -1.429 3.773  0.26
H: 4.459 3.286 -0.295  -0.20
H: 3.866 -1.477 0.855  0.18
H: -4.002 -2.211 0.732  -0.24
H: -3.417 3.067 -3.908  0.34
H: -0.301 -5.586 -1.729  0.26
H: 5.711 2.118 0.592  0.48
H: 2.639 -0.604 1.012  -0.27
H: -4.394 -1.908 -1.081  0.24
H: 3.040 -3.699 1.629  0.32
H: 3.056 2.843 -1.355  -0.34
H: -0.698 -5.472 -3.186  0.28
H: -2.517 -4.154 1.933  0.23
H: 5.590 1.308 -1.850  0.40
H: -2.382 -1.934 5.003  0.30
H: -5.001 -1.509 -3.522  0.36
H: -1.332 6.115 -0.799  0.27
H: 5.552 -1.154 -1.201  0.26
H: -0.610 0.094 -5.196  0.34
H: -5.569 -2.748 -1.536  0.22
H: 2.666 2.038 2.759  0.24
H: 6.894 -1.296 1.708  0.33
H: 2.372 -2.035 -5.221  0.32
H: 0.577 0.619 5.390  0.36
H: 3.664 -0.857 3.243  0.20
H: -1.619 2.687 -0.230  -0.04
H: 4.314 -0.312 -1.426  0.25
H: -0.984 -2.483 4.812  0.28
H: -2.961 0.495 1.790  0.16
H: -1.864 -4.196 -1.447  0.21
H: -2.885 2.521 -1.044  0.91
H: 2.222 -0.107 -2.708  0.25
H: -2.943 -1.150 -0.206  -1.18
H: -4.029 0.585 -0.462  -0.18
H: -1.046 1.149 3.577  0.24

Results
**HOMO level**: -7.36 eV
**Charge**: -1

***

No. 2
H11O5S | ωB97M-V with the def2-TZVPD basis set

Last column: natural (NBO) charge in e.
Positions of all 17 atoms, in Å:
S: 1.569 -0.191 -1.780  -1.05
O: 3.600 0.359 1.096  -0.96
O: -1.795 0.997 3.481  -0.97
O: -0.001 -1.541 0.567  -0.99
O: -2.017 0.208 0.837  -1.00
O: -1.483 -0.693 -4.191  -0.95
H: 3.245 0.711 0.257  0.50
H: 0.502 -1.366 -0.269  0.52
H: -1.574 0.322 2.809  0.49
H: -1.197 0.217 -4.359  0.47
H: -1.978 1.700 2.844  0.47
H: 4.351 0.944 1.249  0.45
H: -1.699 -0.704 -3.253  0.48
H: 1.804 1.075 -2.125  0.11
H: -2.691 -0.466 1.004  0.45
H: 0.619 -1.162 1.207  0.48
H: -1.255 -0.411 0.625  0.51

Results
**HOMO level**: -3.64 eV
**Charge**: -1

***

no.,HOMO-LUMO gap (Ha)
1,0.3220
2,0.2651